Density functional theory data (ωB97M-V with the def2-TZVPD basis set) for an isolated molecule of C14H15N7 at a distorted geometry.

The geometry in XYZ format:
```
36
C14H15N7, DFT ωB97M-V with the def2-TZVPD basis set
H -4.63 -0.87 -3.10
C 0.13 0.18 -0.18
C -0.37 -0.21 1.03
H -3.54 1.31 -2.41
C -1.64 0.41 -2.85
H -1.75 1.59 1.51
H -1.20 2.47 -2.44
C -3.02 0.44 -2.73
C -2.88 -1.78 -3.81
N 1.36 -1.78 1.33
C -0.96 -0.69 -3.44
C -1.64 0.46 1.60
H 0.89 -1.67 3.84
H -2.44 0.00 1.03
N 1.26 -0.52 -0.77
H -0.12 0.62 3.73
H 0.11 -0.45 -3.48
C -1.94 0.01 3.13
H 0.28 1.49 -2.74
H -0.69 -2.36 3.19
C -3.62 -0.72 -3.22
N -1.56 -1.74 -3.92
N 2.96 -1.77 -0.55
N 2.97 -1.06 -1.84
N 1.95 -0.29 -1.94
H -2.46 0.78 3.60
H -1.07 -0.42 4.91
C -0.77 -0.27 3.89
C 1.85 -1.41 0.06
C -0.75 1.49 -2.27
N -0.62 1.25 -0.82
H -3.32 -2.70 -3.98
H -2.48 -0.89 3.07
H -1.40 1.37 -0.30
C -0.04 -1.48 3.31
C 0.38 -1.19 1.89
```

Computed properties:
Orbital gap   9.005 eV
SMILES   c1cncc(CNc2c3c(nc4nnnn24)CCCC3)c1
Energy above the lowest of the compared OMol25 structures with the same formula, charge and spin   3.7728 eV
LUMO   0.37 eV
E   -25188.5471 eV
E_HOMO   -8.635 eV